25
Properties=species:S:1:pos:R:3 method="wB97M-V/def2-TZVPD" total_charge=+1 spin_multiplicity=5 lumo_energy_ev="-3.982 / -3.806" orbital_gap_ev="7.752 / 7.944"
Pm -0.06 0.34 0.13
F 2.48 0.16 4.82
C 3.63 -0.02 4.18
F 4.46 0.96 4.55
F 4.16 -1.18 4.61
C 3.51 -0.05 2.66
C 4.72 -0.02 1.98
C 4.75 -0.04 0.60
C 3.55 -0.08 -0.07
N 2.38 -0.13 0.58
C 2.32 -0.12 1.93
S 0.70 -0.21 2.63
H 5.64 0.02 2.55
H 5.69 -0.01 0.05
H 3.51 -0.08 -1.15
C -5.18 -0.12 0.03
C -3.73 -0.13 0.07
N -2.58 -0.16 0.11
H -5.51 0.01 -1.00
H -5.55 0.71 0.63
H -5.56 -1.05 0.43
C 0.03 2.77 -0.16
H 0.72 3.11 0.62
H -0.94 3.21 0.07
H 0.37 3.18 -1.11